w:
Formula: C7H13N
Source: OMol25
Level of theory: ωB97M-V/def2-TZVPD

Geometry (Å):
C1 -2.2997 1.8704 0.4346
C2 -1.0548 1.5628 0.1031
C3 -0.5718 0.1107 -0.1425
N1 -1.0298 -0.3799 -1.3981
C4 0.4419 -0.3783 0.5534
C5 0.8343 -0.0416 1.9684
C6 1.3201 -1.4895 -0.0322
C7 1.9964 -0.9628 -1.3249
H1 -3.0573 1.1572 0.7133
H2 -2.5635 2.9116 0.6517
H3 -0.3090 2.2743 -0.2020
H4 -1.3936 -1.3237 -1.3715
H5 -1.7387 0.2122 -1.8049
H6 1.8007 0.5261 2.1016
H7 1.0697 -0.9525 2.5225
H8 0.0960 0.6745 2.3143
H9 0.7097 -2.3854 -0.2458
H10 2.1621 -1.6840 0.6219
H11 2.8109 -1.5725 -1.6810
H12 1.2821 -0.6650 -2.0802
H13 2.3605 0.0557 -1.0402

Its SMILES is C=C/C(N)=C(\C)CC.


x:
Formula: C7H13N
Source: OMol25
Level of theory: ωB97M-V/def2-TZVPD

Geometry (Å):
C1 0.7661 2.3551 -0.7101
C2 -0.1867 1.6253 -0.0986
C3 0.0465 0.1804 0.1183
C4 0.4924 -0.1613 1.4749
C5 -0.8056 -0.5387 2.3177
C6 0.0092 -0.6709 -0.9288
C7 -0.3723 -0.4364 -2.3477
N1 0.2613 -2.0914 -0.7164
H1 0.7032 3.4375 -0.7557
H2 1.6553 1.8553 -1.0616
H3 -0.9943 2.2009 0.3185
H4 1.0024 0.6779 1.9583
H5 1.1081 -1.0538 1.5590
H6 -0.6671 -0.2601 3.3645
H7 -1.6589 -0.0077 1.8794
H8 -1.0355 -1.6036 2.2145
H9 0.3829 -0.8354 -3.0263
H10 -0.4028 0.6685 -2.4985
H11 -1.4135 -0.7117 -2.5299
H12 1.2677 -2.2225 -0.6770
H13 -0.1587 -2.4075 0.1455

Its SMILES is C=C/C(CC)=C(\C)N.


Which structure loses on stability? w does.


w:
Formula: C7H13N
Source: OMol25
Level of theory: ωB97M-V/def2-TZVPD

Geometry (Å):
C1 -1.6910 -0.1392 -1.2603
C2 -0.5797 -1.0513 -0.6474
C3 0.5465 -0.2999 -0.1863
C4 0.3867 0.7498 0.8583
C5 -0.6400 0.3933 1.9479
C6 2.9670 0.0888 -0.5048
C7 1.8717 -0.6833 -0.5465
N1 -2.5663 0.3728 -0.2822
H1 -2.3567 -0.7488 -1.8740
H2 -2.9009 1.2816 -0.6301
H3 -0.2409 -1.7514 -1.4404
H4 -1.0668 -1.7347 0.0771
H5 0.1616 1.7717 0.5153
H6 -0.4495 -0.5104 2.5142
H7 1.3318 0.8640 1.3726
H8 -0.7739 1.2542 2.6120
H9 2.9212 1.0992 -0.1009
H10 3.9015 -0.2384 -0.9462
H11 2.0351 -1.6708 -0.9662
H12 -1.2785 0.6248 -1.9259
H13 -1.5789 0.3280 1.4139


x:
Formula: C7H13N
Source: OMol25
Level of theory: ωB97M-V/def2-TZVPD

Geometry (Å):
C1 0.3969 0.7430 -3.5612
C2 0.2348 0.2076 -2.1851
C3 0.9884 0.6250 -1.2235
C4 0.8637 -0.1246 0.1164
N1 1.5524 -1.3601 0.3041
C5 0.0272 0.3488 1.1311
C6 -0.4656 -0.4527 2.3004
C7 -1.9494 0.0577 2.7796
H1 -0.5301 1.3802 -3.7736
H2 0.4106 -0.0032 -4.3035
H3 1.2220 1.4553 -3.8384
H4 -0.2762 -0.6282 -2.1439
H5 1.6248 1.5042 -1.3276
H6 1.1607 -2.0558 0.9057
H7 2.2244 -1.6425 -0.3206
H8 -0.4472 1.4258 1.1496
H9 -0.5331 -1.5514 2.0969
H10 0.1682 -0.3840 3.1511
H11 -2.2692 -0.8416 3.3124
H12 -1.8056 0.9262 3.4883
H13 -2.5977 0.3705 1.9418

Its SMILES is C/C=C/C(N)=C/CC.


Which structure loses on stability? w does.


w:
Formula: C3H8NO2
Source: OMol25
Level of theory: ωB97M-V/def2-TZVPD

Geometry (Å):
C1 -1.1402 1.0027 0.7889
C2 0.3495 0.4849 0.5404
O1 0.7186 -0.6174 1.4312
C3 0.5761 -0.1065 -0.8282
N1 0.1749 -1.3125 -0.9972
O2 1.0822 0.4967 -1.8369
H1 -1.4314 1.1727 1.8051
H2 -1.2155 1.9726 0.2320
H3 -1.9000 0.2617 0.5450
H4 1.0963 1.1888 0.5698
H5 0.2503 -0.7032 2.2562
H6 0.4285 -1.7516 -1.8203
H7 -0.2414 -1.9272 -0.1862
H8 1.2522 -0.1616 -2.4999

Its SMILES is C[C@@H](O)C(=[NH2+])O. Its total charge is +1.


x:
Formula: C3H8NO2
Source: OMol25
Level of theory: ωB97M-V/def2-TZVPD

Geometry (Å):
O1 -1.3615 0.5122 -0.3382
C1 -1.7680 -0.6517 -0.3127
O2 -1.3355 -1.6181 -1.1620
H1 -2.8221 -0.8838 -0.0394
H2 -1.7460 -2.3828 -0.7095
C2 1.3954 1.2990 -0.3778
C3 1.9170 0.0875 1.6114
N1 1.0488 0.4865 0.7119
H3 2.4562 1.5739 -0.3960
H4 0.7306 2.2130 -0.2509
H5 1.1541 1.0227 -1.4282
H6 2.9251 0.3808 1.5133
H7 1.9429 -0.7103 2.3328
H8 0.3277 -0.1809 0.4709

Its total charge is +1.


Which structure loses on stability? x does.


w:
Formula: C21H24N2O4
Source: OMol25
Level of theory: ωB97M-V/def2-TZVPD

Geometry (Å):
C1 -5.7106 -3.6130 -0.1398
O1 -4.4677 -3.0096 0.1208
C2 -4.3795 -1.6525 0.0621
C3 -5.4263 -0.7977 -0.2445
C4 -5.2189 0.5767 -0.2752
C5 -3.9766 1.1116 -0.0028
O2 -3.6689 2.4556 -0.0091
C6 -4.6987 3.3670 -0.3029
C7 -2.9100 0.2436 0.3106
N1 -1.6770 0.8467 0.5808
C8 -0.4860 0.2645 0.8715
O3 -0.2933 -0.9275 0.9458
C9 0.6389 1.2873 1.0452
C10 1.7648 0.7616 1.9341
C11 3.0500 1.1822 1.2460
O4 4.1644 1.1669 1.7142
N2 2.7299 1.6116 0.0011
C12 3.7218 1.8421 -1.0148
C13 3.9386 0.6054 -1.9079
C14 4.3417 -0.5672 -1.0584
C15 5.6705 -0.7427 -0.6953
C16 6.0395 -1.7723 0.1498
C17 5.0818 -2.6387 0.6486
C18 3.7561 -2.4746 0.2899
C19 3.3897 -1.4460 -0.5598
C20 1.3267 1.5295 -0.3152
C21 -3.1180 -1.1201 0.3397
H1 -5.5459 -4.6840 -0.0330
H2 -6.4732 -3.2920 0.5775
H3 -6.0568 -3.4010 -1.1570
H4 -6.4131 -1.1715 -0.4634
H5 -6.0533 1.2151 -0.5173
H6 -5.0979 3.2100 -1.3098
H7 -5.5121 3.3018 0.4263
H8 -4.2433 4.3547 -0.2465
H9 -1.7224 1.8558 0.5323
H10 0.2416 2.2257 1.4392
H11 1.7397 -0.3317 1.9579
H12 1.7220 1.1284 2.9574
H13 4.6513 2.0746 -0.4889
H14 3.4213 2.7018 -1.6228
H15 4.7209 0.8406 -2.6315
H16 3.0201 0.3826 -2.4548
H17 6.4199 -0.0616 -1.0733
H18 7.0762 -1.8939 0.4277
H19 5.3683 -3.4369 1.3175
H20 2.9997 -3.1421 0.6761
H21 2.3495 -1.3333 -0.8316
H22 1.1233 0.6982 -1.0030
H23 0.9905 2.4569 -0.7920
H24 -2.3095 -1.7889 0.5784

Its SMILES is COc1ccc(OC)c(NC(=O)[C@H]2CC(=O)N(CCc3ccccc3)C2)c1.


x:
Formula: C21H24N2O4
Source: OMol25
Level of theory: ωB97M-V/def2-TZVPD

Geometry (Å):
C1 -1.5349 1.2938 -6.8673
C2 -0.8372 0.4862 -5.7799
C3 -0.1911 -0.7755 -6.3485
C4 0.4520 -1.6600 -5.2802
C5 1.6783 -1.0237 -4.6177
O1 1.3651 0.0217 -3.7184
C6 0.8100 -0.2621 -2.5148
C7 0.6440 -1.5350 -1.9759
C8 0.0826 -1.6912 -0.7211
C9 -0.3146 -0.5833 0.0083
N1 -0.8629 -0.7470 1.3092
C10 -1.9878 -0.0666 1.7631
O2 -2.6462 0.6901 1.1072
C11 -2.2314 -0.5055 3.1945
C12 -0.9356 -1.1776 3.6061
N2 0.0179 -0.2883 4.2953
O3 1.0808 -1.0558 4.7867
C13 0.4410 0.8418 3.5299
C14 -0.3561 1.9819 3.5605
C15 -0.0094 3.0934 2.8155
C16 1.1436 3.0888 2.0487
C17 1.9611 1.9723 2.0500
C18 1.6178 0.8541 2.7874
C19 -0.2657 -1.5163 2.2823
O4 0.7259 -2.1946 2.1479
C20 -0.1503 0.6935 -0.5161
C21 0.4020 0.8470 -1.7672
H1 -1.9903 2.1867 -6.4460
H2 -2.3150 0.7031 -7.3435
H3 -0.8238 1.5994 -7.6320
H4 -0.0753 1.1030 -5.3028
H5 -1.5637 0.2045 -5.0136
H6 0.5643 -0.4948 -7.0865
H7 -0.9550 -1.3614 -6.8661
H8 -0.2905 -1.8938 -4.5144
H9 0.7721 -2.5977 -5.7398
H10 2.2795 -1.7901 -4.1123
H11 2.3037 -0.5471 -5.3778
H12 0.9488 -2.4165 -2.5168
H13 -0.0375 -2.6806 -0.3089
H14 -3.0563 -1.2211 3.1964
H15 -2.5162 0.3326 3.8244
H16 -1.0682 -2.0437 4.2585
H17 1.4831 -1.5758 4.0626
H18 -1.2349 2.0047 4.1842
H19 -0.6414 3.9684 2.8397
H20 1.4104 3.9554 1.4630
H21 2.8693 1.9635 1.4663
H22 2.2689 -0.0076 2.7724
H23 -0.4574 1.5549 0.0546
H24 0.5382 1.8281 -2.1929

Its SMILES is CCCCCOc1ccc(N2C(=O)C[C@H](N(O)c3ccccc3)C2=O)cc1.


Which structure loses on stability? x does.


w:
Formula: CH4IN3
Source: OMol25
Level of theory: ωB97M-V/def2-TZVPD

Geometry (Å):
C1 1.2328 0.6118 -0.1328
N1 1.0093 -0.8116 0.0545
N2 -0.0937 -1.2567 0.1177
N3 -1.2966 -0.9386 0.2594
I1 -2.6808 1.0713 0.2329
H1 1.0122 0.8673 -1.2162
H2 2.2983 0.8275 0.0221
H3 0.6206 1.2225 0.5568
H4 -2.1022 -1.5936 0.1056

Its SMILES is C/N=N\NI.


x:
Formula: CH4IN3
Source: OMol25
Level of theory: ωB97M-V/def2-TZVPD

Geometry (Å):
C1 -0.2687 0.5523 0.2845
N1 0.9185 -0.0233 0.8624
N2 1.9139 -0.3918 0.4397
N3 1.6367 -0.2714 -1.7454
I1 1.5925 1.6505 -2.3315
H1 -1.0443 0.2835 1.0253
H2 -0.3521 0.1975 -0.7490
H3 -0.2713 1.6170 0.1479
H4 2.4525 -0.8013 -1.8380


Which structure loses on stability? x does.


w:
Formula: C5H12N3O
Source: OMol25
Level of theory: ωB97M-V/def2-TZVPD

Geometry (Å):
C1 -0.4420 1.9023 1.0999
C2 -1.0780 0.4557 0.8792
C3 -1.0323 -0.3983 2.1937
N1 -0.4267 -0.2503 -0.1756
C4 -0.9259 -0.9778 -1.0064
N2 -0.1485 -1.8694 -1.8492
O1 1.0442 -1.1131 -2.1470
C5 1.7669 -0.7211 -1.2162
N3 2.4413 0.4377 -1.4767
H1 -0.4700 2.4331 0.1791
H2 -0.9337 2.5296 1.7350
H3 0.5611 1.7965 1.3724
H4 -1.9795 0.6301 0.3362
H5 -0.0733 -0.5612 2.3517
H6 -1.5837 -1.2834 1.9976
H7 -1.5277 0.1540 2.9980
H8 -1.9008 -1.4106 -1.2495
H9 -0.6023 -2.2029 -2.6503
H10 1.6879 -1.0485 -0.2199
H11 3.0331 0.7532 -0.6833
H12 2.5898 0.7444 -2.4689

Its SMILES is CC(C)/N=C/NOC=[NH2+]. Its total charge is +1.


x:
Formula: C5H12N3O
Source: OMol25
Level of theory: ωB97M-V/def2-TZVPD

Geometry (Å):
C1 -0.8363 0.9887 0.7390
C2 0.6984 -0.9107 -0.5356
C3 0.1048 -1.2194 0.9044
C4 1.2105 -1.7284 1.7087
C5 -0.6553 1.1207 -2.9849
N1 -0.2446 -0.3403 -1.3509
N2 -0.2432 0.1098 1.4876
N3 -1.1798 2.1114 1.3183
O1 0.3238 0.4934 -2.1352
H1 1.6370 -0.3175 -0.4910
H2 1.0361 -1.8954 -1.0478
H3 -0.7280 -1.9398 0.9052
H4 1.7150 -2.6990 1.2835
H5 0.8415 -1.9316 2.6316
H6 2.0723 -0.9939 1.8160
H7 -0.1745 1.1929 -3.9009
H8 -1.0403 1.9808 -2.4697
H9 -1.5982 0.5366 -3.0532
H10 0.0223 0.3292 2.4282
H11 -1.3888 2.7615 0.5358
H12 -1.5724 2.3511 2.2108

Its total charge is +1.


y:
Formula: C5H12N3O
Source: OMol25
Level of theory: ωB97M-V/def2-TZVPD

Geometry (Å):
C1 -0.8258 0.4492 2.0824
C2 -0.1266 -0.9762 0.7461
C3 -2.0741 0.3126 -0.0306
C4 1.7403 -1.8498 2.1482
C5 0.7262 1.2697 -3.4983
N1 0.1930 -0.1896 2.7000
N2 -1.0688 -0.0583 0.9127
N3 0.6074 -1.0553 1.8760
O1 0.4213 1.5098 -2.1409
H1 -1.4798 1.0125 2.6900
H2 0.0169 -1.4444 -0.2206
H3 -1.5000 0.9042 -0.8031
H4 -2.6185 -0.5577 -0.4908
H5 -2.9197 0.8820 0.5155
H6 1.8512 -2.7665 1.5021
H7 2.6161 -1.2562 2.0594
H8 1.7070 -2.1160 3.2283
H9 1.0876 0.3204 -3.4133
H10 1.3929 1.9407 -3.9692
H11 -0.1914 1.2925 -4.0323
H12 0.4450 2.3764 -1.8614

Its total charge is +1.


Which structure loses on stability? x does.